Entry 1:
Below is a structure of composition C24H38Cl2CsI2NO8P in a non-equilibrium geometry, with properties calculated with ωB97M-V/def2-TZVPD.

Its gap between HOMO and LUMO is 0.2184 hartree. For the relative energy (zero: lowest compared OMol25 entry of this formula, charge and spin), the calculation gives 0.098 eV. Its net charge is -1. Its total energy is -94461.5545 eV.

```
77
Properties=species:S:1:pos:R:3:lowdin_charge:R:1
Cs -0.24672 -0.53600 0.45612 1.161
C 2.01504 -3.09471 3.13086 -0.097
O 1.60991 -1.76187 2.81193 -0.252
C 2.27451 -0.86421 3.69239 -0.213
C 2.12892 0.58609 3.23426 -0.146
O 0.68844 0.84153 3.15929 -0.193
C 0.34094 2.17309 3.05138 -0.263
C -1.12388 2.25107 3.15186 -0.243
O -1.70802 1.48677 2.12543 -0.280
C -3.05454 1.15298 2.53994 -0.093
H 1.40180 -3.77384 2.54177 0.089
H 1.86774 -3.24155 4.18707 0.077
H 3.09163 -3.32243 2.88021 0.103
H 3.37405 -1.08344 3.74980 0.137
H 1.83075 -0.94014 4.67931 0.122
H 2.57307 0.74813 2.22654 0.116
H 2.66347 1.28018 3.92444 0.133
H 0.72038 2.66759 2.15977 0.137
H 0.71323 2.81882 3.87010 0.132
H -1.39186 3.32463 2.96630 0.148
H -1.39664 1.86135 4.14724 0.132
H -3.45163 0.50684 1.70983 0.083
H -3.68915 1.99235 2.81454 0.077
H -3.01223 0.58446 3.49625 0.074
Cl -3.05723 -3.08600 -1.87059 0.637
C -3.72337 -3.43133 -0.29890 -0.600
C -4.48157 -4.57223 -0.03978 -0.139
C -4.84908 -4.93493 1.28579 -0.643
Cl -5.79050 -6.31665 1.69707 0.640
C -4.44430 -4.02503 2.36200 -0.155
C -4.76638 -4.30708 3.71246 -0.072
C -4.28284 -3.53378 4.71155 -0.088
C -3.54992 -2.41015 4.34333 -0.180
N -3.26415 -2.00581 3.12995 0.126
C -3.62561 -2.82782 2.13429 -0.156
C -3.46552 -2.41337 0.75322 -0.395
O -3.00100 -1.24917 0.43377 -0.304
H -4.76298 -5.19533 -0.87337 0.091
H -5.38623 -5.19103 3.82663 0.060
H -4.23751 -3.82145 5.77254 0.105
H -3.18433 -1.74094 5.15590 0.107
I -3.86423 1.37206 -3.08942 0.642
C -2.65178 3.21881 -3.18128 -1.088
I -2.96228 5.13244 -2.15176 0.593
H -2.69581 3.49818 -4.25306 -0.053
H -1.69358 2.85429 -2.74823 -0.080
C 1.93114 4.67981 -2.48400 -0.034
C 2.53007 3.44577 -3.22954 -0.589
C 3.90162 3.80455 -3.83783 -0.034
C 1.65728 2.91432 -4.29892 -0.045
O 2.81134 2.49108 -2.14023 -0.188
P 1.72345 1.48942 -1.47900 0.195
O 0.29960 2.02232 -1.34640 -0.386
O 2.42871 1.03887 -0.25325 -0.367
O 1.74289 0.39092 -2.71828 -0.204
C 2.40461 -0.90770 -2.87405 -0.586
C 1.28022 -1.86738 -2.99752 -0.046
C 3.38026 -1.28504 -1.73594 -0.034
C 3.15400 -0.89898 -4.26777 -0.027
H 2.04201 5.68810 -2.91375 0.078
H 2.45486 4.76234 -1.54020 0.075
H 0.86707 4.52696 -2.21471 0.071
H 3.79770 4.38630 -4.76127 0.084
H 4.39162 2.90785 -4.18218 0.070
H 4.55338 4.35897 -3.17326 0.079
H 1.26177 3.74918 -4.90142 0.106
H 0.76562 2.47102 -3.97986 0.053
H 2.30814 2.25994 -4.81428 0.070
H 0.59265 -1.79278 -2.20147 0.030
H 1.70798 -2.83098 -2.98579 0.080
H 0.72383 -1.61345 -3.89121 0.096
H 2.84389 -1.50338 -0.77798 0.084
H 4.06066 -0.49376 -1.49547 0.070
H 3.95441 -2.13773 -2.07149 0.075
H 2.39086 -0.59604 -5.00528 0.078
H 3.56502 -1.89779 -4.64048 0.099
H 3.99434 -0.23404 -4.30592 0.061
```

=====

Entry 2:
Below is a cluster of 10 separate species, C5H32NO11 in total in a non-equilibrium geometry, with properties calculated with ωB97M-V/def2-TZVPD.

Its gap between HOMO and LUMO is 0.3963 hartree. For the relative energy (zero: lowest compared OMol25 entry of this formula, charge and spin), the calculation gives 3.855 eV. Its net charge is +1. Its total energy is -29709.4942 eV.

```
49
Properties=species:S:1:pos:R:3:lowdin_charge:R:1
C -1.54947 -0.88975 -2.61268 -0.286
O -2.71958 -0.89928 -3.28169 -0.009
C -1.32151 0.38041 -1.80597 -0.238
C -0.31289 0.34315 -0.59734 -0.113
C -0.47386 1.58293 0.38729 -0.107
C -1.95232 1.91039 0.86935 -0.209
O -2.46059 2.58998 -0.29138 -0.136
N -1.04084 1.49860 -2.80721 0.228
H -0.64117 -1.10845 -3.22211 0.129
H -1.35481 -1.76824 -1.96628 0.101
H -3.65027 -1.02638 -3.13749 0.116
H -2.36794 0.61953 -1.46148 0.153
H 0.66192 0.31842 -1.02631 0.053
H -0.60064 -0.60145 -0.17332 0.070
H 0.12081 1.23082 1.26864 0.102
H 0.05086 2.38367 -0.09568 0.103
H -2.06356 2.64615 1.71854 0.094
H -2.62086 1.07321 1.08941 0.119
H -3.02302 3.31902 0.08321 0.120
H -1.41189 1.36904 -3.77030 0.182
H -0.06632 1.41699 -3.13247 0.144
H -1.32521 2.40291 -2.39192 0.162
H -0.91579 -0.83957 1.51061 0.014
H -1.49518 -2.08803 1.54769 0.047
O -1.06624 -1.50181 2.20045 -0.037
H 2.27559 -1.85782 -0.12026 0.022
H 2.31806 -0.49388 0.76320 0.022
O 2.61446 -0.95535 -0.02020 -0.046
H 0.34092 -2.15799 2.73765 -0.013
H 1.67715 -1.67539 3.24642 0.027
O 1.16412 -2.48479 3.15718 -0.063
H -1.68630 2.59514 4.31250 0.080
H -0.51276 3.16746 3.76021 0.062
O -1.33395 2.78083 3.41063 -0.073
H 2.55942 -4.34369 0.87635 0.058
H 1.90179 -3.01158 1.53776 -0.006
O 1.98121 -3.58815 0.76632 -0.061
H 3.32843 1.12770 3.34219 0.075
H 1.87685 0.93325 3.95033 0.035
O 2.36638 1.02303 3.12923 -0.068
H 3.98175 2.22193 -1.65761 0.064
H 3.57542 0.97550 -0.90647 0.026
O 3.19710 1.71017 -1.40382 -0.055
H -0.60974 -3.65634 -0.10762 0.077
H -1.82727 -3.25751 -0.84633 0.072
O -1.19054 -2.88042 -0.22067 -0.057
H 2.25563 -0.56070 -3.37623 0.070
H 1.90685 0.28012 -2.26824 0.017
O 1.43981 -0.25379 -2.96405 -0.066
```

=====

Entry 3:
Below is a cluster of 2 separate species, C5H17N2O in total in a non-equilibrium geometry, with properties calculated with ωB97M-V/def2-TZVPD.

Its gap between HOMO and LUMO is 0.3675 hartree. For the relative energy (zero: lowest compared OMol25 entry of this formula, charge and spin), the calculation gives 1.328 eV. Its net charge is +1. Its total energy is -10481.6065 eV.

```
25
Properties=species:S:1:pos:R:3:lowdin_charge:R:1
N -1.78102 -0.94610 -1.14498 0.204
C -1.48963 0.22035 -0.22550 -0.283
C -0.97096 1.41493 -1.00301 -0.055
C -0.40303 -0.33970 0.81976 -0.164
N 0.53891 -1.12611 0.08652 -0.293
C 1.69168 -0.34582 -0.43399 -0.045
C 1.04549 -2.33789 0.83335 -0.050
H -2.73664 -1.24616 -0.93642 0.172
H -1.73985 -0.63161 -2.11067 0.157
H -0.99427 -1.60638 -0.93277 0.149
H -2.37074 0.51213 0.37766 0.155
H -0.31251 2.01018 -0.38012 0.056
H -0.46064 1.13448 -1.95008 0.092
H -1.70010 2.17990 -1.31244 0.094
H -0.05533 0.59294 1.28238 0.108
H -0.95771 -0.96631 1.53683 0.131
H 2.58138 -0.94514 -0.56350 0.086
H 1.42320 -0.11514 -1.48423 0.086
H 1.85842 0.55369 0.16111 0.087
H 1.46138 -3.00539 0.07047 0.093
H 0.29889 -2.85522 1.43064 0.082
H 1.78883 -2.02525 1.56061 0.089
H 0.51219 3.76129 1.23205 0.051
H 1.84176 3.18975 1.62882 0.055
O 0.93030 2.92255 1.45748 -0.057
```

=====

Entry 4:
Below is an isolated molecule of C2HFN2O in a non-equilibrium geometry, with properties calculated with ωB97M-V/def2-TZVPD.

Its gap between HOMO and LUMO is 0.4154 hartree. For the relative energy (zero: lowest compared OMol25 entry of this formula, charge and spin), the calculation gives 1.532 eV. Its net charge is 0. Its total energy is -9832.4477 eV.

```
7
Properties=species:S:1:pos:R:3:lowdin_charge:R:1
F 1.75710 -0.64922 -0.83507 0.137
C 0.68498 -0.20381 -0.23105 -0.375
C -0.55614 -0.58839 -0.08405 -0.031
O -1.27964 0.46509 0.38430 -0.015
N -0.40447 1.46690 0.67075 0.061
N 0.73421 1.06906 0.21973 0.102
H -0.93604 -1.55963 -0.12461 0.121
```

=====

> What is the gap between HOMO and LUMO in the fourth record?

0.4154 hartree

=====

> The highest gap between HOMO and LUMO belongs to which entry?

C2HFN2O